Record 1
Below is C16H43NO17Y as an isolated structure, with properties calculated with ωB97M-V with the def2-TZVPD basis set.

## Properties
DFT total energy: -2007.53386 Eh
2S+1: 2

Cartesian coordinates (Å):
Y: 6.1130 -17.1769 9.4105
O: 5.8367 -21.3286 9.3317
C: 5.9641 -20.0295 9.3614
O: 5.0458 -19.3442 8.9433
O: 7.0484 -19.4930 9.5024
H: 4.9131 -21.4237 9.0877
O: 3.5113 -18.6519 12.8521
C: 3.8139 -17.5444 12.1918
O: 4.5453 -17.4748 11.1762
O: 3.3827 -16.4974 12.6639
H: 3.0226 -18.1234 13.4873
C: 4.2998 -24.1128 11.7598
C: 5.6962 -24.6381 11.4791
C: 5.7468 -25.6302 10.3477
O: 7.0778 -26.0510 10.0261
C: 7.1568 -26.9176 8.9427
N: 6.5140 -23.4474 11.1722
H: 3.8486 -23.3149 11.1700
H: 4.4105 -23.8122 12.8016
H: 3.6254 -24.9669 11.8225
H: 6.1307 -25.0443 12.3925
H: 5.2403 -25.1828 9.4925
H: 5.1078 -26.4911 10.5440
H: 7.1734 -26.3131 8.0359
H: 6.2746 -27.5578 8.9329
H: 8.0440 -27.5453 9.0265
H: 6.0680 -22.8690 10.4747
H: 7.2530 -23.8756 10.6331
C: 8.2332 -17.4577 6.7715
C: 9.0973 -17.3084 8.0232
O: 8.3680 -16.3801 8.8940
O: 6.8465 -17.5867 7.0473
H: 8.6414 -18.3195 6.2437
H: 8.4028 -16.6212 6.0936
H: 10.0834 -16.9402 7.7400
H: 9.3135 -18.2570 8.5147
H: 8.9133 -15.5900 8.9062
H: 6.4349 -17.3445 6.2145
C: 10.0680 -21.4327 11.6505
C: 10.2981 -20.1947 10.8007
O: 11.6345 -19.9083 10.3986
O: 10.1599 -21.3241 13.1115
H: 10.6374 -22.3481 11.4898
H: 9.0560 -21.7049 11.3508
H: 9.8834 -19.3661 11.3748
H: 9.6984 -20.0569 9.9010
H: 12.1257 -19.4714 11.0982
H: 10.2222 -22.2330 13.4143
C: -0.3524 -18.2817 10.0161
C: 0.9733 -17.8400 9.2967
O: 1.7688 -18.9217 8.9740
O: -1.2044 -19.1629 9.3253
H: -0.7733 -17.3210 10.3128
H: -0.1647 -18.7805 10.9669
H: 1.5251 -17.1220 9.9034
H: 0.7936 -17.2707 8.3847
H: 2.4613 -18.5051 8.4559
H: -0.7270 -19.9711 9.1243
C: 2.0974 -22.1171 8.7100
C: 0.6947 -22.7382 8.6602
O: -0.1889 -21.7489 9.2144
O: 3.0776 -23.0676 8.1823
H: 2.3402 -21.7383 9.7029
H: 2.0622 -21.2609 8.0364
H: 0.7703 -23.5937 9.3313
H: 0.4361 -23.1243 7.6742
H: -0.4085 -22.0392 10.1027
H: 3.4029 -22.6919 7.3609
C: 7.1446 -15.4561 12.1358
C: 8.1620 -16.5799 12.0724
O: 7.5376 -17.6775 11.4852
O: 6.7084 -15.0550 10.7855
H: 7.5034 -14.6368 12.7587
H: 6.2674 -15.7932 12.6880
H: 8.4773 -16.8799 13.0717
H: 9.0331 -16.3076 11.4765
H: 7.7920 -18.3394 12.1323
H: 6.7139 -14.0970 10.7244

Löwdin population analysis, charges in e, atoms 1 to 4: 1.49, 0.14, -0.87, -0.06


Record 2
Below is C16H44AlB3O8S4 as an isolated structure, with properties calculated with ωB97M-V with the def2-TZVPD basis set.

## Properties
DFT total energy: -3147.17091 Eh
Energy above the lowest of the compared OMol25 structures with the same formula, charge and spin: 63.08 kcal/mol

Cartesian coordinates (Å):
Al: -1.4724 0.4658 0.8758
B: -3.9815 2.2196 0.7656
H: -3.8941 2.1822 -0.3764
H: -3.9765 1.1577 1.2773
H: -3.0552 2.7138 1.2506
H: -4.8856 2.8461 1.0838
B: -1.0443 3.3552 -0.5757
H: -2.1089 3.2082 -0.0907
H: -1.2632 3.9733 -1.5294
H: -0.2911 3.9862 0.0109
H: -0.5313 2.3956 -0.9467
B: -0.9426 -1.7723 -1.0451
H: -0.7191 -0.6382 -1.1955
H: -0.5015 -2.3366 -1.9452
H: -0.3809 -2.1274 -0.1039
H: -2.0739 -1.9135 -0.9383
C: 1.0381 0.9222 -4.0323
C: 2.0264 2.0618 -4.0278
C: 2.1833 2.3848 -2.5513
S: 2.0618 0.7920 -1.6232
O: 0.9450 0.6684 -0.6798
O: 3.3470 0.2516 -1.2711
C: 1.5004 -0.1943 -3.0707
H: 0.8847 0.5349 -5.0397
H: 0.1083 1.3591 -3.6585
H: 1.5890 2.9282 -4.5251
H: 3.0176 1.9042 -4.4568
H: 1.3077 2.9823 -2.2890
H: 3.0946 2.8889 -2.2359
H: 0.7020 -0.9244 -2.9941
H: 2.3778 -0.6521 -3.5307
C: -5.9542 -2.7960 -1.7670
C: -5.5186 -4.1507 -1.1325
C: -4.3162 -3.8150 -0.2691
S: -4.8687 -2.2347 0.5985
O: -3.7202 -1.3335 0.6617
O: -5.5672 -2.5640 1.8191
C: -6.0897 -1.7674 -0.6558
H: -6.9156 -2.9387 -2.2601
H: -5.2479 -2.5014 -2.5440
H: -5.2178 -4.9224 -1.8407
H: -6.3646 -4.5601 -0.5768
H: -3.5418 -3.4568 -0.9478
H: -3.9812 -4.4291 0.5611
H: -6.0477 -0.6971 -0.8378
H: -6.9933 -2.0241 -0.0996
C: 3.9659 3.1080 1.0014
C: 4.3243 3.0712 2.5062
C: 3.1248 2.4721 3.2394
S: 1.6715 3.1559 2.3025
O: 1.1932 4.2633 3.1226
O: 0.8035 2.1345 1.7471
C: 2.6634 3.9041 0.9987
H: 3.8522 2.0867 0.6356
H: 4.7542 3.6014 0.4333
H: 4.5520 4.0503 2.9338
H: 5.2728 2.5397 2.6045
H: 3.0847 2.8777 4.2459
H: 3.1440 1.3918 3.1254
H: 2.8436 4.9009 1.3975
H: 2.0174 3.9205 0.1218
C: 2.0714 -3.8240 1.2931
C: 2.9462 -3.7803 2.5916
C: 2.8151 -2.3648 3.1977
S: 2.3114 -1.2488 1.7963
O: 3.3351 -0.2594 1.6295
O: 0.9333 -0.8396 2.0122
C: 2.4038 -2.5372 0.5612
H: 1.0193 -3.9182 1.5629
H: 2.3120 -4.6881 0.6752
H: 3.9550 -4.0392 2.2719
H: 2.6501 -4.5324 3.3220
H: 3.8200 -2.0306 3.4537
H: 2.1327 -2.1280 4.0096
H: 3.4622 -2.4838 0.2918
H: 1.8477 -2.2360 -0.3248

Löwdin population analysis, charges in e, atoms 1 to 4: 1.28, -0.33, -0.01, 0.04


Record 3
Below is a 6-piece molecular cluster, C16H44ClIO5PS5 overall, with properties calculated with ωB97M-V with the def2-TZVPD basis set.

## Properties
DFT total energy: -4102.00397 Eh
Net charge: +1

Cartesian coordinates (Å):
C: 3.6356 -1.1745 -1.0054
C: 3.3712 0.3223 -0.8243
C: 1.8789 0.6596 -0.7436
Cl: 1.5579 2.4232 -0.8424
P: 0.9406 -0.0511 -2.1185
C: -0.7778 0.4591 -2.2490
C: -1.7133 -0.1296 -1.1735
C: -1.4828 -1.6037 -0.8822
I: -3.7170 0.2393 -1.8362
H: 3.0768 -1.7765 -0.2760
H: 3.4135 -1.5175 -2.0261
H: 4.7005 -1.3665 -0.8489
H: 3.8194 0.6646 0.1179
H: 3.8224 0.9092 -1.6373
H: 1.4572 0.2943 0.2051
H: 1.0210 -1.4400 -2.0767
H: 1.6183 0.3440 -3.2719
H: -0.7698 1.5573 -2.2368
H: -1.0993 0.1477 -3.2562
H: -1.6401 0.4608 -0.2557
H: -1.1158 -2.1590 -1.7545
H: -0.7701 -1.7389 -0.0558
H: -2.3975 -2.1204 -0.5825
C: -3.7399 -4.4103 -3.5155
S: -3.4928 -4.6710 -1.7569
O: -2.0244 -4.5528 -1.5236
C: -3.8868 -6.4189 -1.7545
H: -3.4828 -3.3739 -3.7272
H: -3.0872 -5.0844 -4.0692
H: -4.7860 -4.5849 -3.7661
H: -3.2126 -6.9360 -2.4363
H: -4.9265 -6.5516 -2.0521
H: -3.7438 -6.7814 -0.7388
C: 2.9803 2.1827 4.5748
S: 2.5840 1.7571 2.8793
O: 3.0875 0.3792 2.6217
C: 3.7696 2.8834 2.1323
H: 2.3805 1.5428 5.2190
H: 4.0403 2.0000 4.7479
H: 2.7264 3.2277 4.7500
H: 4.7623 2.6570 2.5206
H: 3.4862 3.9112 2.3590
H: 3.7427 2.7297 1.0565
C: -0.6797 1.9573 2.0633
S: -2.4651 2.1476 2.1779
O: -2.7561 3.5506 1.7875
C: -2.5483 2.0348 3.9568
H: -0.4064 2.0514 1.0142
H: -0.1995 2.7523 2.6320
H: -0.3864 0.9796 2.4501
H: -1.9102 2.8016 4.3968
H: -2.2434 1.0350 4.2657
H: -3.5877 2.1768 4.2414
C: -6.6899 1.2855 2.4371
S: -6.7209 0.8796 4.1856
O: -5.2972 0.7093 4.5944
C: -7.3921 -0.7737 4.0054
H: -6.2467 2.2755 2.3430
H: -6.0792 0.5493 1.9141
H: -7.7084 1.2999 2.0492
H: -6.7313 -1.3572 3.3650
H: -8.3958 -0.7125 3.5851
H: -7.4351 -1.2123 4.9999
C: 7.7539 1.7974 -3.0731
S: 6.0940 1.3086 -3.5338
O: 5.8170 0.0138 -2.8422
C: 6.4541 0.9226 -5.2463
H: 7.7425 2.0231 -2.0091
H: 8.4355 0.9717 -3.2744
H: 8.0354 2.6861 -3.6374
H: 7.2382 0.1672 -5.2846
H: 6.7613 1.8332 -5.7597
H: 5.5410 0.5369 -5.6946

Löwdin population analysis, charges in e, atoms 1 to 4: -0.11, -0.32, -0.82, 0.67


Record 4
Below is C16H44ClN4O4Ti as an isolated structure, with properties calculated with ωB97M-V with the def2-TZVPD basis set.

## Properties
DFT total energy: -2465.58517 Eh
Energy above the lowest of the compared OMol25 structures with the same formula, charge and spin: 0.00 kcal/mol
2S+1: 4

Cartesian coordinates (Å):
Ti: -12.8996 -0.9716 18.6360
Cl: -11.4620 -2.5966 17.1161
C: -11.2724 -2.2550 22.3790
C: -11.2494 -0.8081 21.9129
C: -10.0741 -0.0607 22.4996
O: -10.1561 1.2822 22.0392
C: -9.1432 2.0883 22.5771
N: -11.2976 -0.7464 20.4447
H: -10.9958 -2.3560 23.4282
H: -10.6256 -2.8879 21.7645
H: -12.2832 -2.6613 22.2859
H: -12.1428 -0.3687 22.3781
H: -9.1075 -0.4926 22.1921
H: -10.1002 -0.0773 23.5982
H: -8.1430 1.7121 22.3251
H: -9.2288 2.1763 23.6691
H: -9.2249 3.0933 22.1631
H: -10.5675 -1.3808 20.1132
H: -10.9740 0.1766 20.1584
C: -16.5648 -3.2576 19.3774
C: -15.4711 -3.0823 20.4225
C: -15.4013 -4.2696 21.3476
O: -16.4791 -4.2223 22.2482
C: -16.5882 -5.4049 23.0104
N: -14.1740 -2.8465 19.7359
H: -16.8325 -2.3332 18.8709
H: -17.4750 -3.6050 19.8777
H: -16.2806 -4.0211 18.6497
H: -15.7019 -2.1767 20.9933
H: -14.4339 -4.2954 21.8769
H: -15.4425 -5.1967 20.7454
H: -15.6125 -5.6942 23.4164
H: -17.0176 -6.2160 22.4162
H: -17.2489 -5.1863 23.8484
H: -13.4093 -2.8685 20.4067
H: -14.0079 -3.6582 19.1398
C: -16.3029 1.4292 21.2904
C: -14.8073 1.5723 21.1332
C: -14.1553 1.9688 22.4529
O: -14.3145 0.9156 23.3726
C: -13.6265 1.1453 24.5690
N: -14.2179 0.3129 20.6341
H: -16.7842 1.2353 20.3331
H: -16.7275 2.3654 21.6623
H: -16.5386 0.6356 21.9970
H: -14.5317 2.3489 20.4116
H: -14.5890 2.8962 22.8563
H: -13.0762 2.1443 22.2953
H: -14.1001 1.9375 25.1751
H: -12.5983 1.4904 24.3798
H: -13.6560 0.2267 25.1495
H: -13.2233 0.3241 20.8439
H: -14.5740 -0.4366 21.2234
C: -12.5979 2.9431 16.1930
C: -13.0010 1.7892 17.0942
C: -14.0150 0.9045 16.3821
O: -14.6569 -0.0330 17.2378
C: -15.8508 0.4342 17.8112
N: -11.8508 0.9475 17.5088
H: -11.9318 3.6445 16.6941
H: -13.4872 3.5251 15.9127
H: -12.1602 2.5947 15.2566
H: -13.4262 2.1593 18.0348
H: -13.4807 0.3040 15.6379
H: -14.7644 1.5162 15.8692
H: -16.0879 -0.1996 18.6620
H: -16.6836 0.3559 17.0978
H: -15.7599 1.4656 18.1683
H: -11.0903 1.5587 17.7864
H: -11.5275 0.4127 16.7006

natural (NBO) population analysis, charges in e, atoms 1 to 4: 0.55, -0.80, -0.61, -0.07